{
  "formula": "C56H41AsF3O3P2RhS",
  "method": "ωB97M-V/def2-TZVPD",
  "elements": ["Rh", "O", "S", "C", "C", "C", "C", "C", "C", "P", "C", "C", "C", "C", "C", "C", "C", "C", "C", "C", "C", "C", "C", "C", "C", "C", "C", "C", "P", "C", "C", "C", "C", "C", "C", "C", "C", "C", "C", "C", "C", "H", "H", "H", "H", "H", "H", "H", "H", "H", "H", "H", "H", "H", "H", "H", "H", "H", "H", "H", "H", "H", "H", "H", "H", "H", "H", "H", "H", "C", "C", "C", "C", "C", "C", "As", "C", "C", "C", "C", "C", "C", "C", "C", "C", "C", "C", "C", "H", "H", "H", "H", "H", "H", "H", "H", "H", "H", "H", "H", "H", "F", "C", "F", "F", "C", "O", "O"],
  "xyz": [[-0.151, 0.744, 0.473], [0.012, 4.487, 0.631], [-0.132, 3.293, -0.191], [1.192, 3.351, -1.424], [1.268, 4.398, -2.329], [2.352, 4.490, -3.186], [3.356, 3.536, -3.136], [3.276, 2.490, -2.233], [2.199, 2.396, -1.350], [2.188, 1.017, -0.164], [3.561, 1.227, 1.010], [4.649, 2.052, 0.763], [5.679, 2.110, 1.691], [5.616, 1.384, 2.870], [4.519, 0.571, 3.122], [3.500, 0.487, 2.191], [2.852, -0.297, -1.236], [3.847, -1.162, -0.779], [4.465, -2.032, -1.663], [4.097, -2.046, -3.000], [3.068, -1.228, -3.447], [2.426, -0.378, -2.564], [-1.655, 3.636, -1.114], [-1.865, 4.929, -1.565], [-3.051, 5.243, -2.210], [-4.040, 4.279, -2.344], [-3.863, 3.011, -1.814], [-2.667, 2.682, -1.178], [-2.438, 1.089, -0.347], [-3.901, 0.113, -0.783], [-4.898, -0.200, 0.138], [-6.025, -0.890, -0.285], [-6.158, -1.274, -1.611], [-5.164, -0.962, -2.531], [-4.034, -0.281, -2.118], [-2.543, 1.371, 1.432], [-2.621, 2.639, 2.018], [-2.664, 2.743, 3.394], [-2.614, 1.601, 4.190], [-2.529, 0.341, 3.615], [-2.489, 0.219, 2.239], [0.498, 5.151, -2.379], [2.410, 5.314, -3.884], [4.206, 3.606, -3.802], [4.052, 1.738, -2.213], [4.714, 2.650, -0.135], [6.540, 2.734, 1.492], [6.412, 1.462, 3.598], [4.450, 0.005, 4.042], [2.640, -0.143, 2.387], [4.161, -1.129, 0.256], [5.264, -2.671, -1.311], [4.613, -2.693, -3.697], [2.771, -1.243, -4.486], [1.635, 0.272, -2.923], [-1.125, 5.691, -1.367], [-3.201, 6.245, -2.589], [-4.971, 4.527, -2.835], [-4.668, 2.293, -1.876], [-4.818, 0.109, 1.170], [-6.807, -1.116, 0.428], [-7.037, -1.816, -1.932], [-5.273, -1.250, -3.568], [-3.255, -0.036, -2.833], [-2.648, 3.534, 1.411], [-2.730, 3.720, 3.851], [-2.629, 1.703, 5.267], [-2.494, -0.543, 4.237], [-2.437, -0.763, 1.778], [-4.198, -4.053, 1.102], [-3.208, -3.845, 2.051], [-2.058, -3.143, 1.719], [-1.893, -2.673, 0.421], [-2.885, -2.880, -0.532], [-4.034, -3.575, -0.191], [-0.255, -1.755, -0.110], [0.266, -2.992, -1.513], [-0.203, -3.052, -2.812], [0.203, -4.094, -3.632], [1.086, -5.051, -3.149], [1.576, -4.971, -1.855], [1.179, -3.933, -1.018], [1.645, -3.707, 0.359], [2.605, -4.449, 1.036], [2.957, -4.100, 2.333], [2.353, -3.024, 2.971], [1.393, -2.274, 2.303], [1.049, -2.620, 1.007], [-5.097, -4.592, 1.369], [-3.320, -4.241, 3.052], [-1.290, -2.979, 2.465], [-2.757, -2.515, -1.543], [-4.797, -3.755, -0.937], [-0.872, -2.288, -3.193], [-0.170, -4.161, -4.646], [1.395, -5.864, -3.792], [2.274, -5.717, -1.498], [3.072, -5.302, 0.561], [3.700, -4.684, 2.859], [2.613, -2.786, 3.994], [0.904, -1.436, 2.792], [0.127, 3.611, 4.325], [1.186, 2.816, 4.105], [2.291, 3.532, 4.237], [1.186, 1.853, 5.032], [1.071, 2.213, 2.678], [1.750, 2.727, 1.798], [0.266, 1.232, 2.591]],
  "forces_ev_per_a": [[-0.5, 1.3, 0.6], [-0.1, 0.1, 0.5], [0.0, -0.1, -0.4], [-0.2, -0.3, 0.2], [0.0, 0.2, -0.1], [0.0, 0.0, 0.1], [0.0, 0.0, 0.0], [0.1, 0.1, 0.0], [-0.1, 0.1, 0.2], [-0.3, -0.5, -0.5], [-0.3, -0.4, 0.3], [-0.1, -0.1, -0.2], [0.1, 0.0, 0.1], [0.0, 0.0, 0.0], [-0.1, 0.0, 0.0], [0.1, -0.1, -0.1], [-0.5, -0.3, 0.1], [-0.1, 0.1, 0.1], [0.1, -0.1, -0.1], [0.0, -0.1, 0.1], [-0.2, 0.0, -0.1], [0.0, 0.0, 0.0], [0.2, -0.4, 0.1], [0.0, 0.1, 0.1], [0.1, -0.1, 0.1], [-0.1, 0.1, 0.0], [-0.1, 0.0, 0.0], [0.3, -0.2, -0.1], [0.0, 0.1, -0.1], [0.4, -0.2, -0.3], [0.0, 0.2, 0.0], [-0.1, 0.0, 0.0], [0.0, 0.1, 0.1], [0.0, 0.0, -0.1], [0.1, 0.1, 0.0], [0.4, -0.5, -0.3], [0.1, 0.2, 0.2], [0.0, 0.1, -0.2], [0.1, -0.2, 0.0], [0.0, 0.0, 0.1], [0.1, 0.0, -0.1], [0.0, 0.0, 0.0], [0.0, 0.0, 0.0], [0.0, 0.0, 0.0], [0.0, 0.1, 0.0], [0.0, 0.0, 0.0], [0.0, 0.0, 0.0], [0.0, 0.0, 0.0], [0.0, 0.0, 0.0], [0.1, 0.1, 0.0], [0.1, 0.0, 0.0], [0.0, 0.0, 0.0], [0.0, 0.0, 0.0], [0.0, 0.0, 0.0], [0.0, 0.0, 0.0], [0.0, 0.0, 0.0], [0.0, 0.0, 0.0], [0.0, 0.0, 0.0], [0.0, 0.0, 0.0], [0.0, 0.0, 0.0], [0.0, 0.0, 0.0], [0.0, 0.0, 0.0], [0.0, 0.0, 0.0], [0.0, 0.0, 0.0], [0.0, 0.0, 0.0], [0.0, 0.0, 0.0], [0.0, 0.0, 0.0], [0.0, 0.0, 0.0], [-0.2, 0.1, 0.1], [0.0, 0.0, 0.0], [0.0, 0.0, 0.1], [0.1, 0.0, 0.0], [0.0, 0.3, -0.1], [0.1, -0.1, 0.0], [0.0, -0.1, 0.0], [0.3, -0.2, 1.1], [0.2, 0.5, -0.4], [-0.1, 0.1, 0.0], [0.0, 0.0, 0.0], [-0.1, 0.0, 0.0], [0.0, 0.0, 0.1], [-0.1, 0.2, -0.2], [0.0, 0.1, 0.2], [-0.1, 0.0, -0.1], [0.0, 0.0, 0.1], [-0.1, 0.0, 0.0], [-0.2, 0.0, 0.0], [0.1, 0.0, 0.1], [0.0, 0.0, 0.0], [0.0, 0.0, 0.0], [0.0, -0.1, 0.0], [0.0, -0.1, 0.0], [0.0, 0.0, 0.0], [0.0, 0.0, 0.0], [0.0, 0.0, 0.0], [0.0, 0.0, 0.0], [0.0, 0.0, 0.0], [0.0, 0.0, 0.0], [0.0, 0.0, 0.0], [0.0, 0.0, 0.0], [0.0, 0.0, 0.0], [0.0, 0.0, 0.0], [-0.1, -0.1, -0.1], [0.0, 0.0, 0.0], [0.0, 0.0, 0.1], [0.7, 0.7, 0.1], [-0.8, 0.0, 0.3], [0.3, -0.7, -1.5]],
  "mulliken_charge": [0.990, -0.794, 1.251, -0.353, -0.319, -1.083, -1.147, -0.121, -0.533, 2.957, 0.770, -1.148, -0.769, -0.933, -0.682, 0.152, 0.407, -0.399, -0.753, -0.709, -0.911, -0.258, -0.141, -0.909, -1.054, -0.877, -1.047, 0.323, 2.359, 0.575, -0.548, -0.802, -0.620, -0.731, -0.453, 0.123, -1.012, -0.920, -0.737, -0.930, 0.768, 0.258, 0.483, 0.486, 0.686, 0.451, 0.447, 0.434, 0.533, -0.025, 0.469, 0.453, 0.443, 0.489, 0.581, 0.633, 0.469, 0.454, 0.546, 0.493, 0.490, 0.446, 0.463, 0.526, 0.479, 0.480, 0.446, 0.536, 0.119, -0.832, -0.915, 0.156, 0.647, -0.804, -0.920, 2.308, 0.238, -0.204, -0.936, -0.894, -0.735, 0.277, 0.098, -0.419, -1.176, -0.560, -0.886, 0.155, 0.462, 0.479, 0.485, 0.377, 0.568, 0.498, 0.465, 0.436, 0.458, 0.477, 0.447, 0.531, 0.419, -0.223, 0.386, -0.227, -0.259, 0.596, -0.436, -0.286],
  "charge": 2,
  "lumo_energy_ev": [-7.43, -7.43],
  "gap_ev": [5.686, 5.685]
}